13
Properties=species:S:1:pos:R:3:lowdin_charge:R:1 method="wB97M-V/def2-TZVPD" de_lowest_ev=4.2059 mol_weight_g_mol=247.88 gap_ev="6.627 / 7.484" total_charge=+1 spin_multiplicity=5
Cr 2.293 1.918 -0.543 0.75
Cl 1.557 0.403 -0.152 0.47
Cl -0.050 0.819 -3.068 0.57
Cl -1.838 -1.097 -1.797 0.58
Cl 1.014 -1.745 -2.287 0.60
N -2.277 0.696 0.772 0.15
C -0.081 -0.045 2.041 -0.11
C -0.146 -0.511 -1.918 -1.65
C -1.310 0.313 1.373 -0.26
H 0.119 0.425 3.003 0.11
H -0.123 -1.130 2.135 0.11
H 0.744 0.130 1.351 -0.12
H 0.098 -0.176 -0.910 -0.19

---

105
Properties=species:S:1:pos:R:3:lowdin_charge:R:1 method="wB97M-V/def2-TZVPD" mol_weight_g_mol=1059.55 gap_ev=5.785 total_charge=-1 spin_multiplicity=1
P -6.514 -0.024 2.946 0.55
F 7.335 -2.242 -0.633 0.08
F 2.769 1.905 8.840 0.07
F 1.681 -5.935 -5.276 0.07
F -5.733 4.327 -2.906 0.07
F 0.822 0.935 4.272 0.07
F 6.274 5.233 -4.092 0.08
F -6.355 -0.178 -0.702 0.05
F 3.671 -4.534 2.275 0.07
O 1.547 -5.179 -3.148 0.14
O -4.589 1.568 -4.384 0.17
O 3.605 -0.120 1.750 0.17
O -0.774 1.146 0.123 0.17
O -5.137 6.839 -5.186 0.07
O 4.108 0.435 6.026 0.08
O -5.109 0.738 -2.356 0.15
O 2.968 2.264 6.616 0.14
O -4.971 -1.001 5.376 -0.07
O -7.727 -0.159 1.842 -0.18
O 6.247 -2.570 -2.577 0.13
O 4.765 -1.699 0.654 0.07
O 3.746 2.056 4.511 0.18
O -5.617 -3.149 5.219 -0.05
O 3.128 -3.601 -3.192 0.07
O -6.729 1.477 -3.709 0.07
O -5.316 0.717 2.137 -0.16
O 6.773 1.822 -4.045 0.06
O 1.038 2.117 1.037 0.07
O 5.444 -2.146 -4.632 0.18
O -7.155 6.985 -6.169 0.18
O 3.260 -2.304 2.184 0.14
O 7.251 -1.044 -3.862 0.07
O -2.704 -2.850 1.650 -0.06
O 8.956 1.745 -3.500 0.18
O 2.169 -4.150 -1.238 0.18
O -6.742 5.382 -4.634 0.13
O 7.941 3.720 -3.880 0.14
O -0.171 0.673 2.248 0.13
N -7.027 0.830 4.117 -0.16
N -7.163 -2.647 3.102 0.04
C -5.525 4.843 -4.148 -0.31
C -5.472 -1.986 4.786 -0.71
C 1.707 -4.815 -4.509 -0.31
C 7.883 -0.984 -2.572 -0.05
C 1.064 0.837 2.930 -0.30
C 1.575 2.135 2.367 -0.07
C 2.722 1.301 7.625 -0.31
C 2.272 -4.292 -2.408 -0.53
C -4.923 -2.259 2.300 -0.13
C -6.263 0.890 -1.553 -0.28
C 3.555 -3.476 1.431 -0.29
C 5.837 2.898 -4.192 -0.04
C 3.069 -4.163 -4.507 -0.06
C -4.627 6.055 -4.099 -0.05
C -5.397 1.287 -3.566 -0.56
C 3.854 -1.262 1.549 -0.53
C 6.741 4.051 -4.559 -0.31
C -0.046 1.297 1.045 -0.55
C -5.991 -1.773 3.312 -0.44
C 3.869 0.336 7.433 -0.05
C -3.483 -2.315 2.763 -0.38
C -6.421 6.459 -5.408 -0.55
C -2.859 -0.981 3.118 -0.04
C 7.502 -2.319 -1.978 -0.30
C 4.882 -3.120 0.798 -0.06
C 7.986 2.363 -3.778 -0.54
C 3.627 1.630 5.606 -0.55
C -7.377 0.890 -2.574 -0.04
C 6.241 -1.933 -3.782 -0.54
H -7.272 -2.827 2.115 0.06
H 1.697 -0.016 2.743 0.14
H -6.926 0.293 4.973 -0.03
H 5.103 2.671 -4.960 0.14
H -2.054 -1.172 3.817 0.08
H -5.203 -3.283 2.063 0.12
H 2.750 -3.663 0.723 0.14
H 6.946 4.145 -5.627 0.17
H -8.238 1.477 -2.267 0.15
H 8.185 -3.138 -2.214 0.17
H -5.183 4.050 -4.814 0.16
H -6.183 1.807 -0.968 0.18
H 3.622 -0.684 7.716 0.14
H -5.339 0.477 1.207 0.03
H 1.178 2.997 2.906 0.15
H 8.955 -0.844 -2.670 0.14
H 3.870 -4.894 -4.622 0.15
H 5.037 -3.596 -0.165 0.13
H 5.724 -3.349 1.453 0.14
H -4.992 -1.717 1.357 0.10
H -3.337 -3.025 3.561 0.14
H 3.179 -3.396 -5.266 0.13
H -3.532 -0.300 3.616 0.06
H -7.700 -0.123 -2.820 0.15
H -3.296 -2.952 0.907 0.05
H -7.990 -2.177 3.443 0.07
H 5.323 3.068 -3.245 0.15
H -4.741 6.606 -3.165 0.15
H 2.657 2.188 2.355 0.11
H -3.579 5.813 -4.247 0.14
H 1.733 0.868 7.477 0.18
H 0.889 -4.158 -4.809 0.17
H 7.467 -0.153 -2.005 0.14
H -7.347 -0.158 0.955 0.01
H -2.441 -0.479 2.260 0.06
H 4.759 0.655 7.978 0.14

---

14
Properties=species:S:1:pos:R:3:lowdin_charge:R:1 method="wB97M-V/def2-TZVPD" de_lowest_ev=8.7458 mol_weight_g_mol=129.09 gap_ev="6.689 / 6.887" total_charge=-1 spin_multiplicity=1
O -0.265 -0.445 1.012 -0.09
O -1.179 2.564 -1.863 -0.17
O -0.183 1.267 2.301 -0.02
N 0.426 0.641 1.453 -0.30
N 0.394 -1.409 0.304 0.00
C -0.598 -2.422 0.042 -0.14
C -0.216 1.810 -1.560 -0.42
C 0.686 1.907 -0.527 -0.05
C 1.240 1.435 0.491 -0.17
H -0.079 1.207 -2.442 0.08
H -1.429 -2.377 0.698 0.06
H 2.282 1.539 0.906 0.09
H -0.114 -3.485 0.072 0.11
H -0.963 -2.231 -0.886 0.03

---

86
Properties=species:S:1:pos:R:3:lowdin_charge:R:1 method="wB97M-V/def2-TZVPD" de_lowest_ev=0.0000 mol_weight_g_mol=1046.84 gap_ev="6.908 / 6.938" total_charge=-1 spin_multiplicity=3
Mo -0.442 0.086 0.222 1.68
Br -0.031 -4.260 -5.616 0.72
S -3.424 3.363 -4.933 0.55
S -2.454 2.538 -2.245 1.00
S 2.756 0.188 -3.432 0.97
S -0.207 0.242 -3.507 0.98
S -0.029 2.551 -0.290 0.63
O -1.164 -1.089 -1.347 -0.30
O -2.385 0.620 0.007 -0.28
O -1.035 0.551 2.088 -0.24
O 5.139 -0.143 -0.537 0.05
O -4.209 1.482 0.972 0.11
O -2.817 -2.187 -0.266 0.07
O -2.716 1.153 3.432 0.11
O 1.324 0.293 1.197 -0.23
N -3.767 -4.017 -3.913 0.07
N 1.232 -0.078 -1.275 -0.21
N -3.015 -3.136 3.029 0.16
N -5.384 -3.178 3.194 0.09
N -0.098 -1.962 1.009 -0.02
N -0.285 3.848 -2.570 0.00
N -1.111 4.099 -3.654 -0.15
N 2.513 -0.143 -0.699 0.02
C -0.379 -2.239 2.279 -0.05
C 6.091 0.114 1.587 -0.02
C -0.369 -3.687 4.310 -0.03
C -0.851 3.026 -1.745 -1.05
C 4.715 0.370 3.552 -0.09
C 1.966 0.306 -5.058 -0.51
C -2.275 0.944 2.336 -0.51
C -1.453 -3.835 -4.438 -0.66
C 0.653 -4.371 2.129 -0.01
C -5.259 -3.485 4.482 -0.14
C -0.817 6.625 -6.358 -0.08
C -2.117 -1.970 -1.233 -0.57
C -3.086 1.059 1.028 -0.53
C 3.683 0.143 1.375 -0.07
C 3.587 0.307 2.758 -0.02
C 0.822 5.049 -4.780 -0.03
C -2.901 -3.448 4.319 -0.26
C 4.953 0.037 0.783 -0.27
C -4.032 -3.631 5.102 -0.02
C -1.384 5.778 -5.417 -0.05
C -0.047 -3.448 2.881 -0.19
C 5.970 0.276 2.952 -0.09
C 0.560 -2.874 0.279 -0.11
C 1.242 0.064 -2.547 -0.86
C 0.953 -4.086 0.802 -0.03
C -1.216 -3.069 -3.316 -0.08
C -2.735 -4.283 -4.710 -0.20
C 0.661 1.047 -4.863 -0.49
C -3.537 -3.287 -2.823 -0.06
C -2.288 -2.781 -2.490 -0.10
C 2.443 0.096 0.580 -0.42
C 1.374 5.902 -5.722 -0.09
C -2.286 3.427 -3.714 -1.11
C -0.562 4.976 -4.638 -0.20
C -4.240 -3.009 2.530 -0.16
C -1.556 -3.631 4.918 -0.02
C 0.557 6.690 -6.523 -0.10
H 1.451 4.460 -4.130 0.10
H -3.956 -3.877 6.152 0.10
H -0.226 -2.700 -3.086 0.09
H 2.597 0.396 3.186 0.12
H -1.568 -3.802 5.989 0.10
H 0.990 7.355 -7.259 0.10
H -6.180 -3.618 5.039 0.10
H 2.651 0.843 -5.715 0.08
H 6.865 0.334 3.560 0.10
H -4.381 -3.084 -2.175 0.13
H -2.933 -4.875 -5.596 0.10
H 1.481 -4.791 0.176 0.11
H -2.454 5.734 -5.291 0.06
H 0.777 -2.600 -0.745 0.10
H 0.011 0.994 -5.736 0.09
H -0.890 -1.469 2.831 0.12
H -1.467 7.244 -6.964 0.10
H 4.624 0.499 4.622 0.10
H 4.250 -0.184 -0.959 0.04
H 0.948 -5.318 2.567 0.12
H 0.487 -3.935 4.931 0.11
H -4.299 -2.745 1.481 0.10
H 2.450 5.954 -5.823 0.10
H 7.059 0.042 1.109 0.11
H 1.793 -0.695 -5.451 0.07
H 0.830 2.088 -4.601 0.06

---

66
Properties=species:S:1:pos:R:3:lowdin_charge:R:1 method="wB97M-V/def2-TZVPD" de_lowest_ev=1.7670 mol_weight_g_mol=336.51 smiles=CC(C)O.CC(C)O.CC(C)O.CC(C)O.CC(C)O.O.O gap_ev=9.888 spin_multiplicity=1
O -25.708 -13.358 -2.864 -0.04
O -21.998 -20.098 -3.421 -0.06
O -25.996 -15.577 2.457 -0.07
O -24.651 -17.061 0.809 -0.08
O -27.545 -18.203 5.446 -0.06
O -23.202 -18.670 2.570 -0.02
O -21.960 -24.134 0.615 -0.06
C -22.492 -24.303 2.891 -0.07
C -19.661 -19.871 -3.284 -0.05
C -25.289 -15.577 -3.675 -0.06
C -21.005 -19.191 -3.028 -0.53
C -28.658 -17.653 4.763 -0.52
C -24.962 -17.857 -0.331 -0.43
C -25.317 -14.647 -2.464 -0.50
C -28.541 -18.130 3.326 -0.06
C -21.327 -17.895 -3.753 -0.04
C -23.704 -18.594 -0.711 -0.05
C -23.927 -14.494 -1.849 -0.05
C -22.367 -23.323 1.731 -0.46
C -28.671 -16.187 4.960 -0.05
C -23.752 -22.660 1.409 -0.06
C -26.155 -18.799 -0.031 -0.03
H -23.944 -13.748 -1.054 0.08
H -21.584 -24.895 3.006 0.08
H -23.925 -22.139 0.467 0.07
H -28.721 -15.921 6.015 0.09
H -26.551 -19.241 -0.945 0.08
H -25.482 -16.115 1.854 -0.04
H -24.499 -23.454 1.385 0.07
H -23.261 -13.929 -2.500 0.08
H -23.820 -19.179 3.094 0.06
H -21.644 -22.536 1.946 0.13
H -27.781 -15.717 4.543 0.08
H -29.536 -15.783 4.433 0.08
H -20.544 -17.144 -3.647 0.08
H -25.854 -19.681 0.535 0.07
H -23.316 -24.987 2.685 0.08
H -21.059 -19.056 -1.948 0.12
H -21.285 -18.204 -4.797 0.08
H -22.787 -24.560 0.377 0.08
H -24.055 -21.992 2.215 0.07
H -24.505 -15.359 -4.400 0.09
H -28.629 -19.212 3.223 0.08
H -29.515 -18.120 5.248 0.13
H -22.931 -18.030 -1.232 0.06
H -25.333 -17.158 -1.080 0.11
H -19.495 -20.119 -4.332 0.08
H -26.271 -15.526 -4.144 0.08
H -22.315 -17.492 -3.533 0.06
H -27.571 -19.144 5.258 0.08
H -25.646 -13.357 -3.822 0.08
H -25.998 -15.080 -1.732 0.13
H -18.831 -19.214 -3.023 0.07
H -27.555 -17.863 2.946 0.06
H -23.307 -19.233 0.078 0.08
H -22.340 -18.980 2.846 0.06
H -27.039 -18.359 0.430 0.07
H -26.769 -15.323 1.952 0.03
H -22.068 -20.858 -2.840 0.09
H -23.935 -19.226 -1.568 0.08
H -22.754 -23.745 3.790 0.08
H -23.493 -15.449 -1.552 0.07
H -24.044 -17.540 1.378 0.04
H -19.496 -20.724 -2.626 0.08
H -29.281 -17.639 2.694 0.08
H -25.186 -16.600 -3.312 0.07

---

24
Properties=species:S:1:pos:R:3:lowdin_charge:R:1 method="wB97M-V/def2-TZVPD" de_lowest_ev=2.1461 mol_weight_g_mol=164.21 gap_ev="2.634 / 7.929" total_charge=-1 spin_multiplicity=2
N -3.380 -0.134 -0.017 -0.05
N 3.511 -1.405 -1.080 0.05
N -1.846 1.429 0.492 0.02
N 1.473 -1.799 -0.083 0.04
C 2.884 0.676 -2.453 -0.08
C 1.422 -0.537 -0.847 -0.05
C -2.169 0.794 1.571 -0.43
C 2.646 -0.370 -1.479 -0.40
C -2.501 0.880 -0.503 -0.32
C -3.174 -0.232 1.329 -0.30
C -1.447 1.317 2.806 -0.10
C 2.752 -2.336 -0.467 -0.20
H 1.988 1.197 -2.639 0.05
H -1.655 0.870 3.846 0.07
H 3.292 0.351 -3.383 0.06
H 0.678 -2.435 0.097 0.10
H 3.536 1.482 -1.916 0.11
H -3.397 -0.954 2.154 0.06
H 3.269 -3.220 -0.207 0.08
H 0.674 0.202 -0.672 0.09
H -2.436 1.205 -1.597 0.09
H -4.130 -0.742 -0.592 -0.02
H -0.415 1.242 2.706 0.01
H -1.576 2.520 2.936 0.11